Below is a cluster of 6 separate species, C34H63Cl2FNO14P in total at a distorted geometry, with properties calculated with ωB97M-V/def2-TZVPD.

Bonds (Å) are listed after each position.
Positions of all 116 atoms, in Å:
1 C -2.51 -2.10 5.86  C2 1.640, H24 1.170, H25 1.179, H26 1.189
2 C -2.09 -1.81 4.30  C1 1.640, Cl3 1.888, C4 1.518
3 Cl -1.52 -0.05 3.91  C2 1.888
4 C -2.14 -2.84 3.19  C2 1.518, Cl5 1.856, C6 1.672
5 Cl -2.66 -4.59 3.51  C4 1.856
6 C -1.69 -2.25 1.69  C4 1.672, C7 1.671, C14 1.664
7 C -2.96 -1.60 0.82  C6 1.671, C8 1.639, H27 1.190
8 C -2.64 -0.95 -0.65  C7 1.639, C9 1.639, C22 1.640
9 C -1.08 -0.97 -1.16  C8 1.639, C10 1.639, C15 1.640
10 C 0.20 -1.62 -0.37  C9 1.639, P11 1.920, C14 1.673
11 P 1.95 -1.60 -1.17  C10 1.920, O12 1.742, O13 1.746
12 O 2.50 0.06 -1.18  P11 1.742, H28 1.004
13 O 1.76 -2.24 -2.79  P11 1.746, H29 1.022
14 C -0.13 -2.28 1.13  C6 1.664, C10 1.673, H30 1.189
15 C -1.23 -0.20 -2.60  C9 1.640, O16 1.336, N17 1.543
16 O -0.46 -0.27 -3.69  C15 1.336
17 N -2.52 0.64 -2.51  C15 1.543, C18 1.522, C22 1.543
18 C -2.47 1.83 -1.56  N17 1.522, C19 1.672, H31 1.193, H32 1.194
19 C -2.76 3.28 -2.33  C18 1.672, C20 1.639, F21 1.484, H33 1.192
20 C -1.35 4.12 -2.38  C19 1.639, H34 1.174, H35 1.187, H36 1.192
21 F -3.39 3.05 -3.65  C19 1.484
22 C -3.58 -0.20 -1.77  C8 1.640, N17 1.543, O23 1.337
23 O -4.90 -0.23 -2.01  C22 1.337
24 H -1.67 -2.75 6.36  C1 1.170
25 H -3.58 -2.58 5.89  C1 1.179
26 H -2.61 -1.05 6.41  C1 1.189
27 H -4.08 -1.60 1.22  C7 1.190
28 H 2.89 0.22 -2.09  O12 1.004
29 H 2.71 -2.47 -3.09  O13 1.022
30 H 0.76 -2.74 1.77  C14 1.189
31 H -1.43 1.90 -0.97  C18 1.193
32 H -3.29 1.78 -0.70  C18 1.194
33 H -3.55 3.91 -1.69  C19 1.192
34 H -0.86 4.06 -1.31  C20 1.174
35 H -1.53 5.26 -2.66  C20 1.187
36 H -0.66 3.57 -3.18  C20 1.192
37 C -0.22 3.79 3.33  O38 1.424, H43 1.094, H44 1.092, H45 1.097
38 O -1.32 4.64 3.61  C37 1.424, C39 1.431
39 C -2.01 4.26 4.81  O38 1.431, C40 1.532, H46 1.096, H47 1.095
40 C -1.63 5.18 5.98  C39 1.532, O41 1.431, H48 1.095, H49 1.097
41 O -0.27 4.99 6.36  C40 1.431, C42 1.423
42 C 0.57 6.04 5.88  O41 1.423, H50 1.094, H51 1.093, H52 1.093
43 H 0.37 4.25 2.53  C37 1.094
44 H 0.42 3.65 4.20  C37 1.092
45 H -0.59 2.82 2.97  C37 1.097
46 H -1.81 3.21 5.05  C39 1.096
47 H -3.08 4.37 4.61  C39 1.095
48 H -2.24 4.90 6.84  C40 1.095
49 H -1.84 6.23 5.74  C40 1.097
50 H 0.39 6.95 6.45  C42 1.094
51 H 0.41 6.23 4.81  C42 1.093
52 H 1.61 5.74 6.02  C42 1.093
53 C -6.14 1.82 -8.09  O54 1.424, H59 1.094, H60 1.092, H61 1.097
54 O -5.45 0.68 -8.59  C53 1.424, C55 1.431
55 C -4.19 1.03 -9.18  O54 1.431, C56 1.532, H62 1.096, H63 1.095
56 C -3.03 0.70 -8.24  C55 1.532, O57 1.431, H64 1.095, H65 1.097
57 O -3.05 1.55 -7.08  C56 1.431, C58 1.423
58 C -3.56 0.88 -5.93  O57 1.423, H66 1.094, H67 1.093, H68 1.093
59 H -6.98 1.47 -7.49  C53 1.094
60 H -5.50 2.45 -7.47  C53 1.092
61 H -6.53 2.41 -8.93  C53 1.097
62 H -4.17 2.09 -9.48  C55 1.096
63 H -4.09 0.43 -10.09  C55 1.095
64 H -2.09 0.90 -8.76  C56 1.095
65 H -3.04 -0.35 -7.95  C56 1.097
66 H -2.82 0.16 -5.57  C58 1.094
67 H -4.50 0.37 -6.15  C58 1.093
68 H -3.74 1.63 -5.15  C58 1.093
69 C 3.63 -1.68 2.15  O70 1.424, H75 1.094, H76 1.092, H77 1.097
70 O 4.33 -2.82 1.65  C69 1.424, C71 1.431
71 C 5.58 -2.47 1.07  O70 1.431, C72 1.532, H78 1.096, H79 1.095
72 C 6.75 -2.80 2.01  C71 1.532, O73 1.431, H80 1.095, H81 1.097
73 O 6.73 -1.95 3.16  C72 1.431, C74 1.423
74 C 6.22 -2.62 4.31  O73 1.423, H82 1.094, H83 1.093, H84 1.093
75 H 2.79 -2.03 2.76  C69 1.094
76 H 4.28 -1.05 2.78  C69 1.092
77 H 3.24 -1.09 1.32  C69 1.097
78 H 5.60 -1.41 0.77  C71 1.096
79 H 5.69 -3.07 0.16  C71 1.095
80 H 7.69 -2.60 1.49  C72 1.095
81 H 6.74 -3.85 2.30  C72 1.097
82 H 6.96 -3.34 4.68  C74 1.094
83 H 5.28 -3.13 4.10  C74 1.093
84 H 6.04 -1.87 5.09  C74 1.093
85 C 11.60 -6.61 -0.92  O86 1.424, H91 1.094, H92 1.092, H93 1.097
86 O 10.45 -6.91 -1.70  C85 1.424, C87 1.431
87 C 9.33 -7.26 -0.89  O86 1.431, C88 1.532, H94 1.096, H95 1.095
88 C 8.34 -6.10 -0.77  C87 1.532, O89 1.431, H96 1.095, H97 1.097
89 O 8.90 -5.02 -0.02  C88 1.431, C90 1.423
90 C 9.33 -3.95 -0.87  O89 1.423, H98 1.094, H99 1.093, H100 1.093
91 H 12.35 -6.16 -1.58  C85 1.094
92 H 11.38 -5.91 -0.11  C85 1.092
93 H 12.02 -7.54 -0.50  C85 1.097
94 H 9.65 -7.61 0.10  C87 1.096
95 H 8.83 -8.10 -1.38  C87 1.095
96 H 7.46 -6.45 -0.22  C88 1.095
97 H 8.00 -5.77 -1.76  C88 1.097
98 H 8.47 -3.42 -1.26  C90 1.094
99 H 9.95 -4.32 -1.69  C90 1.093
100 H 9.93 -3.26 -0.26  C90 1.093
101 C -6.45 1.09 -0.01  O102 1.424, H107 1.094, H108 1.092, H109 1.097
102 O -5.65 2.02 0.71  C101 1.424, C103 1.431
103 C -5.97 3.37 0.40  O102 1.431, C104 1.532, H110 1.096, H111 1.095
104 C -6.82 4.01 1.50  C103 1.532, O105 1.431, H112 1.095, H113 1.097
105 O -8.12 3.41 1.57  C104 1.431, C106 1.423
106 C -8.24 2.49 2.65  O105 1.423, H114 1.094, H115 1.093, H116 1.093
107 H -6.29 0.10 0.42  C101 1.094
108 H -7.51 1.34 0.05  C101 1.092
109 H -6.14 1.07 -1.06  C101 1.097
110 H -6.48 3.44 -0.58  C103 1.096
111 H -5.03 3.92 0.32  C103 1.095
112 H -6.97 5.07 1.26  C104 1.095
113 H -6.31 3.95 2.47  C104 1.097
114 H -8.29 3.04 3.59  C106 1.094
115 H -7.40 1.79 2.67  C106 1.093
116 H -9.16 1.92 2.52  C106 1.093

The SMILES is C/C(Cl)=C(\Cl)c1cc2c(c(P(O)O)c1)C(=O)N(C[C@@H](C)F)C2=O.COCCOC.COCCOC.COCCOC.COCCOC.COCCOC. The value obtained for the frontier orbital gap is 0.259 Eh. The calculation puts the total energy at -103464.6733 eV.